22
Properties=species:S:1:pos:R:3 method="wB97M-V/def2-TZVPD" e_above_lowest_ev=2.404 total_energy_ev=-9427.08001 homo_lumo_gap_ev=9.175 total_charge=0 max_force_ev_per_a=3.4
C 0.94494 -2.12433 0.25396
N -0.23531 -1.29367 0.29124
C -0.16469 -0.00766 -0.34719
C -0.61713 1.11438 0.71739
C 0.19213 0.93418 1.96992
C 1.09911 1.85278 2.30946
C -1.03975 0.29611 -1.61156
N -0.28182 -0.16339 -2.82946
H 1.10768 -2.49959 -0.74078
H 1.86030 -1.63598 0.60093
H 0.96224 -2.90594 1.07976
H -1.09051 -1.82587 0.26478
H 0.84121 0.31957 -0.62926
H -0.79194 2.03321 0.15005
H -1.68025 0.97243 0.98670
H -0.02524 0.06000 2.55853
H 1.64274 1.95802 3.24157
H 1.32012 2.61363 1.58598
H -0.99362 1.39086 -1.79127
H -1.98444 -0.24678 -1.46581
H -0.33867 -1.15855 -2.99644
H -0.72712 0.31658 -3.59850